Molecular formula: C3H2O2Sm
Method: DFT, the ωB97M-V functional and the def2-TZVPD basis

```
8
Properties=species:S:1:pos:R:3:mulliken_charge:R:1
O -0.788 -0.761 0.519 -0.166
O 0.277 0.563 -0.753 -0.278
C 0.344 -0.478 1.217 -0.289
C 1.061 0.394 0.412 -0.016
C -0.857 -0.022 -0.590 0.036
H 1.561 1.297 0.763 0.436
Sm -3.129 -0.005 -2.422 1.925
H 1.532 -0.988 0.855 0.351
```

Max |F|: 3.22 eV/A
Spin multiplicity: 7
Total energy: -923.09722 Eh
Energy relative to the best compared isomer or geometry (same formula, charge and spin): 2.81 kJ/mol
<S²>: 12.007
HOMO-LUMO gap (alpha / beta): 7.16 / 7.37 eV
E_HOMO (alpha / beta): -17.15 / -17.15 eV
Total charge: +2